C40H40MnN4O5P2SSe | ωB97M-V with the def2-TZVPD basis set

The geometry in XYZ format:
```
94
Properties=species:S:1:pos:R:3:lowdin_charge:R:1
Mn 0.10 -0.21 1.30 0.35
O -1.58 -3.77 5.75 0.13
C -1.27 -2.93 4.76 -0.25
C -2.07 -2.80 3.61 0.12
C -1.64 -1.93 2.64 -0.11
N -0.53 -1.21 2.83 0.04
C 0.26 -1.36 3.88 -0.17
C -0.07 -2.22 4.89 0.11
C 1.50 -0.51 3.70 -0.51
O 2.26 -0.25 4.58 0.16
O 1.59 -0.08 2.44 -0.16
C -2.08 -1.78 1.19 -0.47
O -2.90 -2.85 0.76 0.06
O -0.88 -1.63 0.51 -0.25
H -2.39 -4.26 5.57 0.14
H -2.95 -3.41 3.45 0.14
H 0.57 -2.36 5.75 0.16
C 2.89 -0.66 -6.19 -0.40
S 1.55 -1.78 -5.72 0.82
C 0.23 -0.56 -5.49 -0.49
C 0.25 0.12 -4.12 -0.25
C 0.05 -0.90 -3.01 -0.24
N 0.18 -0.35 -1.64 -0.37
P 1.41 -0.77 -0.57 1.04
C 2.92 -0.06 -1.21 -0.32
C 3.27 1.25 -0.86 -0.09
C 4.37 1.84 -1.46 -0.05
C 5.11 1.14 -2.40 -0.04
C 4.76 -0.16 -2.74 -0.06
C 3.67 -0.77 -2.14 -0.07
C 1.69 -2.54 -0.43 -0.34
C 2.76 -2.89 0.40 -0.08
C 3.05 -4.23 0.60 -0.05
C 2.30 -5.21 -0.03 -0.05
C 1.23 -4.85 -0.85 -0.05
C 0.92 -3.52 -1.05 -0.07
P -0.91 0.48 -0.70 0.90
C -2.60 -0.15 -0.61 -0.26
C -3.26 -0.37 -1.75 -0.03
C -4.40 -1.29 -1.83 -0.03
C -4.70 -2.09 -0.81 0.02
C -4.02 -1.93 0.51 -0.19
C -3.10 -0.73 0.70 -0.12
C -1.00 2.15 -1.35 -0.38
C 0.13 2.71 -1.97 -0.08
C 0.07 4.01 -2.46 -0.05
C -1.10 4.75 -2.33 -0.04
C -2.21 4.20 -1.71 -0.06
C -2.16 2.91 -1.22 -0.11
H 3.76 -1.29 -6.40 0.04
H 3.15 0.03 -5.39 0.02
H 2.63 -0.12 -7.10 0.04
H -0.71 -1.08 -5.65 0.08
H 0.32 0.19 -6.28 0.08
H -0.53 0.89 -4.08 0.11
H 1.21 0.63 -3.98 0.10
H 0.81 -1.67 -3.11 0.07
H -0.92 -1.40 -3.11 0.12
H 2.71 1.78 -0.10 0.11
H 4.66 2.85 -1.18 0.12
H 5.97 1.60 -2.87 0.12
H 5.34 -0.71 -3.47 0.12
H 3.41 -1.79 -2.40 0.12
H 3.36 -2.13 0.89 0.12
H 3.88 -4.51 1.25 0.12
H 2.54 -6.25 0.11 0.12
H 0.65 -5.62 -1.34 0.12
H 0.07 -3.25 -1.66 0.10
H -2.90 0.07 -2.68 0.12
H -4.93 -1.38 -2.77 0.12
H -5.47 -2.85 -0.90 0.13
H -4.76 -2.03 1.32 0.16
H -3.42 0.04 1.40 0.14
H 1.04 2.14 -2.07 0.08
H 0.94 4.43 -2.94 0.12
H -1.14 5.75 -2.73 0.12
H -3.13 4.78 -1.63 0.12
H -3.04 2.48 -0.74 0.11
C -0.62 5.03 2.44 -0.02
N -0.87 4.14 3.58 -0.12
C -1.04 4.57 4.88 0.00
C -1.25 3.48 5.64 0.00
N -1.21 2.39 4.79 -0.09
C -1.41 1.02 5.25 0.03
C -0.98 2.80 3.54 -0.54
Se -0.89 1.98 1.84 0.96
H -0.56 6.04 2.83 0.10
H -1.43 4.95 1.72 0.09
H 0.32 4.76 1.96 0.09
H -0.98 5.62 5.14 0.14
H -1.43 3.38 6.69 0.14
H -1.91 1.05 6.21 0.11
H -0.44 0.54 5.37 0.09
H -2.02 0.48 4.53 0.09
```

Summary:
- gap between HOMO and LUMO (alpha / beta) (eV) = 5.271 / 6.036
- net charge = +2
- spin multiplicity = 2
- highest occupied orbital energy (alpha / beta) (eV) = -12.5150 / -12.5154

C40H40N5O5RbSSe2Te | ωB97M-V with the def2-TZVPD basis set

The geometry in XYZ format:
```
95
Properties=species:S:1:pos:R:3:lowdin_charge:R:1
Rb -0.15 2.32 -0.99 0.81
O -3.92 -0.99 -0.92 0.10
C -3.03 -0.03 -0.61 -0.51
O -1.84 -0.22 -0.70 0.00
C -3.67 1.25 -0.17 -0.24
C -5.02 1.32 0.14 0.00
C -5.55 2.57 0.42 -0.05
C -4.73 3.68 0.34 0.01
C -3.38 3.51 0.04 -0.16
N -2.86 2.31 -0.18 0.11
C -2.47 4.77 -0.09 -0.67
O -3.08 5.84 -0.03 -0.02
O -1.25 4.55 -0.26 -0.20
H -3.41 -1.71 -1.34 0.09
H -5.63 0.43 0.13 0.11
H -6.60 2.68 0.66 0.10
H -5.08 4.69 0.50 0.11
Se -1.91 -0.15 -5.55 0.52
Se -3.24 1.63 -3.67 0.64
C -2.55 3.39 -3.51 -0.73
C -3.45 4.47 -3.46 -0.13
C -2.97 5.75 -3.33 -0.08
C -1.60 5.96 -3.32 -0.07
C -0.78 4.85 -3.39 -0.18
N -1.23 3.59 -3.45 -0.04
C -1.55 -1.39 -4.16 -0.76
C -2.57 -2.27 -3.75 -0.14
C -2.29 -3.26 -2.83 -0.11
C -1.00 -3.35 -2.32 -0.09
C -0.07 -2.42 -2.75 -0.15
N -0.32 -1.47 -3.64 0.06
H -4.51 4.27 -3.49 0.09
H -3.65 6.58 -3.24 0.11
H -1.17 6.94 -3.21 0.10
H 0.30 4.96 -3.35 0.11
H -3.55 -2.17 -4.18 0.09
H -3.06 -3.96 -2.53 0.11
H -0.71 -4.12 -1.62 0.08
H 0.95 -2.46 -2.37 0.10
C 2.16 3.60 1.90 -0.01
C 1.58 2.21 1.83 -0.81
O 0.42 2.00 2.27 -0.15
N 2.31 1.27 1.24 -0.22
Te 1.04 -0.28 1.25 1.89
C 0.94 -0.83 3.28 -0.30
C -0.34 -0.83 3.85 -0.29
C -1.56 -0.41 3.09 -0.06
C -0.46 -1.20 5.19 -0.01
C 0.65 -1.55 5.95 -0.26
C 0.49 -1.96 7.40 -0.05
C 1.90 -1.51 5.37 -0.01
C 2.08 -1.16 4.03 -0.26
C 3.47 -1.12 3.45 -0.05
C 2.20 -1.92 0.55 -0.31
C 1.47 -3.12 0.53 -0.30
C 0.06 -3.21 1.06 -0.08
C 2.05 -4.27 0.01 -0.02
C 3.34 -4.26 -0.51 -0.26
C 3.95 -5.50 -1.10 -0.05
C 4.04 -3.07 -0.48 -0.02
C 3.51 -1.89 0.05 -0.30
C 4.41 -0.68 0.08 -0.07
H 2.13 3.93 2.94 0.08
H 1.51 4.26 1.33 0.08
H 3.17 3.63 1.52 0.07
H -1.45 0.61 2.72 0.07
H -2.44 -0.46 3.72 0.08
H -1.74 -1.06 2.22 0.06
H -1.44 -1.20 5.64 0.12
H -0.53 -1.81 7.74 0.07
H 1.16 -1.38 8.04 0.08
H 0.74 -3.02 7.53 0.08
H 2.78 -1.76 5.96 0.12
H 4.21 -1.06 4.25 0.08
H 3.59 -0.26 2.79 0.05
H 3.67 -2.03 2.88 0.08
H -0.61 -2.52 0.54 0.05
H 0.02 -2.99 2.13 0.07
H -0.34 -4.21 0.92 0.08
H 1.48 -5.19 0.00 0.12
H 3.27 -6.35 -1.02 0.07
H 4.88 -5.76 -0.59 0.08
H 4.18 -5.35 -2.16 0.08
H 5.05 -3.04 -0.88 0.12
H 5.12 -0.77 0.90 0.09
H 3.86 0.25 0.21 0.03
H 4.99 -0.63 -0.84 0.08
S 2.71 -0.54 -4.72 0.98
C 1.64 0.70 -5.17 -0.43
C 1.37 1.49 -4.10 -0.27
N 2.01 1.14 -2.93 -0.05
C 2.72 0.07 -3.12 -0.51
H 1.19 0.76 -6.15 0.05
H 0.67 2.31 -4.11 0.07
H 3.32 -0.39 -2.35 0.04
```

Summary:
- gap between HOMO and LUMO (alpha / beta) (eV) = 5.119 / 6.080
- net charge = -1
- spin multiplicity = 2
- highest occupied orbital energy (alpha / beta) (eV) = -3.3569 / -4.3183

C40H41Br2HfN2OP | ωB97M-V with the def2-TZVPD basis set

The geometry in XYZ format:
```
88
Properties=species:S:1:pos:R:3:lowdin_charge:R:1
Hf 0.15 0.27 -0.03 1.70
Br 0.96 1.12 4.85 0.90
C 2.04 0.18 3.67 -0.62
C 3.32 -0.27 4.10 -0.13
C 4.13 -0.98 3.26 -0.62
Br 5.81 -1.55 3.88 0.88
C 3.71 -1.30 1.94 -0.18
C 4.43 -2.09 1.02 0.03
C 3.91 -2.36 -0.22 0.01
C 2.68 -1.80 -0.57 -0.10
N 1.99 -1.02 0.24 -0.02
C 2.47 -0.80 1.51 -0.17
C 1.62 -0.07 2.39 -0.39
O 0.40 0.30 1.91 -0.27
H 3.64 -0.04 5.10 0.11
H 5.39 -2.49 1.32 0.10
H 4.43 -2.99 -0.92 0.13
H 2.26 -1.98 -1.55 0.12
C -2.32 4.55 -0.19 -0.03
C -2.88 3.18 -0.40 -0.25
C -4.24 3.01 -0.62 0.01
C -4.82 1.76 -0.78 -0.23
C -6.30 1.62 -0.99 -0.02
C -4.01 0.62 -0.73 0.02
C -2.64 0.74 -0.51 -0.27
C -2.10 2.02 -0.36 -0.06
N -1.72 -0.35 -0.43 -0.12
C -2.11 -1.70 0.06 -0.45
C -2.90 -1.62 1.36 -0.07
C -3.18 -3.04 1.89 -0.27
C -3.96 -3.82 0.84 -0.10
C -3.14 -3.93 -0.45 -0.27
C -1.82 -4.64 -0.15 -0.11
C -1.04 -3.84 0.89 -0.26
C -1.85 -3.73 2.18 -0.10
C -0.78 -2.43 0.34 -0.14
C -2.86 -2.53 -1.00 -0.07
H -3.02 5.30 -0.55 0.09
H -1.39 4.70 -0.73 0.05
H -2.14 4.75 0.87 0.10
H -4.87 3.89 -0.67 0.13
H -6.73 2.51 -1.43 0.09
H -6.80 1.45 -0.03 0.10
H -6.52 0.76 -1.62 0.09
H -4.46 -0.35 -0.86 0.10
H -1.02 2.21 -0.19 0.05
H -3.84 -1.09 1.21 0.12
H -2.32 -1.05 2.10 0.13
H -3.77 -2.96 2.81 0.15
H -4.92 -3.33 0.64 0.13
H -4.20 -4.82 1.21 0.13
H -3.70 -4.50 -1.20 0.15
H -1.23 -4.75 -1.07 0.12
H -2.01 -5.65 0.22 0.13
H -0.08 -4.33 1.09 0.15
H -1.29 -3.18 2.95 0.13
H -2.02 -4.74 2.59 0.13
H -0.19 -2.50 -0.59 0.12
H -0.20 -1.90 1.12 0.09
H -3.79 -2.05 -1.28 0.11
H -2.24 -2.58 -1.91 0.13
C 1.60 4.23 -0.24 -0.19
P 1.86 2.45 -0.28 0.98
C 3.64 2.17 -0.15 -0.37
C 4.19 1.96 1.11 -0.09
C 5.56 1.83 1.26 -0.05
C 6.38 1.90 0.15 -0.04
C 5.85 2.11 -1.11 -0.05
C 4.48 2.25 -1.27 -0.08
C 1.35 1.86 -1.93 -0.46
C 0.26 2.46 -2.59 -0.09
C -0.24 1.92 -3.77 -0.02
C 0.33 0.77 -4.31 -0.03
C 1.40 0.17 -3.68 -0.04
C 1.91 0.70 -2.49 -0.15
H 2.06 4.70 -1.11 0.08
H 2.08 4.61 0.67 0.07
H 0.54 4.49 -0.18 0.02
H 3.55 1.92 1.99 0.10
H 5.98 1.67 2.25 0.11
H 7.45 1.80 0.27 0.12
H 6.49 2.18 -1.97 0.12
H 4.07 2.43 -2.25 0.11
H -0.21 3.35 -2.19 0.10
H -1.07 2.40 -4.26 0.13
H -0.07 0.36 -5.23 0.13
H 1.86 -0.71 -4.11 0.12
H 2.79 0.26 -2.04 0.09
```

Summary:
- gap between HOMO and LUMO (eV) = 6.683
- net charge = +2
- spin multiplicity = 1
- relative energy (zero: lowest compared OMol25 entry of this formula, charge and spin) (kcal/mol) = 7.7
- highest occupied orbital energy (eV) = -13.2817

no.,E_tot (Ha)
1,-6776.2994
2,-7691.5194
3,-7270.6358